No. 1
The following is a DFT calculation (wB97M-V/def2-TZVPD) of C17H30NO6S2 as an isolated structure.

Element x y z (Å)
C  2.904656  -1.816849  4.014589
C  3.248093  -1.405929  2.576890
C  2.690393  -2.463250  1.627992
C  2.624673  -0.022406  2.323440
C  2.940916  0.568160  0.947115
C  4.246883  1.377035  1.060666
C  1.884584  1.531042  0.429179
O  0.776998  0.914571  -0.233892
S  -0.400315  0.349578  0.693390
O  -0.107630  -1.040414  0.932083
O  -0.461919  1.179006  1.869989
N  -1.596416  0.630803  -0.301008
S  -2.870818  -0.331516  -0.207630
O  -2.642205  -1.618644  -0.814242
O  -3.987179  0.426125  -0.719718
C  -3.248128  -0.645642  1.502041
C  -2.945788  -1.887466  2.044488
C  -3.262652  -2.175943  3.366519
C  -3.884955  -1.205216  4.151672
C  -4.177760  0.039444  3.603813
C  -3.863495  0.330017  2.282959
H  1.880472  -1.530648  4.225717
H  3.015824  -2.885105  4.164614
H  3.525060  -1.267606  4.719738
H  4.327093  -1.310321  2.478577
H  2.524554  -2.101615  0.621789
H  3.403105  -3.284723  1.554645
H  1.757067  -2.861915  2.001481
H  1.561029  -0.117130  2.501278
H  3.016638  0.668746  3.068994
H  3.119880  -0.203746  0.206852
H  5.023608  0.762481  1.504396
H  4.561789  1.788575  0.108045
H  4.076105  2.199128  1.753614
H  2.347157  2.144476  -0.338987
H  1.553657  2.206386  1.211167
H  -2.462324  -2.623397  1.426552
H  -3.020262  -3.140852  3.774837
H  -4.134861  -1.429493  5.174381
H  -4.660891  0.784957  4.216789
H  -4.092771  1.292324  1.858044
C  -1.735086  1.899637  -6.727193
C  -0.366104  1.413705  -6.276823
O  0.036905  1.906004  -5.020167
C  -0.809541  1.564962  -3.919946
C  -0.970602  0.077839  -3.687905
H  -1.762623  2.990295  -6.752429
H  -1.957926  1.520320  -7.726320
H  -2.526656  1.560635  -6.058862
H  0.390511  1.764938  -6.981788
H  -0.327798  0.317786  -6.292505
H  -1.787406  2.044773  -4.033873
H  -0.340830  2.015212  -3.046249
H  -1.450987  -0.426419  -4.530345
H  -1.582907  -0.080929  -2.803483
H  0.001211  -0.391783  -3.524954

Forces on the atoms, in the same order (eV/Å):
0.40 0.46 -0.21
-0.82 0.29 0.22
0.65 -0.14 -0.05
0.25 -0.52 -0.21
0.49 0.60 0.35
-0.48 -0.17 0.32
0.33 -0.07 -0.43
0.15 0.26 0.24
-0.30 0.01 -0.46
-0.09 -0.16 0.06
0.13 0.15 0.18
-0.06 -0.36 0.63
-0.21 0.29 -0.58
0.09 -0.20 0.08
-0.12 0.12 -0.02
-0.02 -0.05 0.43
-0.04 -0.01 0.12
-0.20 0.65 -0.08
0.24 -0.19 -0.55
0.01 -0.10 0.01
0.15 -0.38 0.03
-0.33 -0.14 0.02
0.11 -0.18 0.14
0.14 -0.07 0.22
0.27 -0.18 -0.14
-0.14 0.11 -0.16
0.01 -0.22 0.03
-0.33 0.03 0.01
-0.23 0.08 -0.10
-0.05 0.16 0.24
-0.26 -0.23 -0.18
0.28 -0.09 -0.12
0.20 -0.03 -0.18
0.05 0.26 0.04
-0.05 0.09 -0.26
-0.26 -0.02 0.24
0.10 -0.07 -0.17
0.04 -0.22 0.12
-0.07 0.03 0.24
-0.05 0.13 0.05
-0.02 0.14 -0.11
-0.05 0.02 0.06
0.01 -0.06 -0.05
0.07 0.11 0.02
-0.04 -0.02 0.10
0.04 -0.04 -0.17
0.01 0.00 -0.01
0.02 0.01 -0.01
0.00 -0.05 -0.02
0.03 0.01 0.03
-0.06 -0.01 0.01
-0.01 -0.02 -0.03
0.04 0.01 -0.01
-0.06 0.03 0.03
0.04 -0.05 0.01
-0.01 0.01 0.05

F_max: 0.893 eV Å⁻¹
charge: -1
calculated total energy: -53562.4537 eV
molar mass: 408.562 g/mol
HOMO: -5.77 eV
HOMO-LUMO gap: 8.7 eV



No. 2
The following is a DFT calculation (wB97M-V/def2-TZVPD) of C17H31AsN as an isolated structure.

Element x y z (Å)
C  4.655738  -1.281748  1.734415
C  3.998720  0.084734  1.551578
C  4.848678  1.014992  0.679497
C  4.713143  0.760638  -0.826695
C  3.659489  1.622366  -1.524396
C  2.207792  1.343472  -1.131387
C  1.670851  -0.006779  -1.566974
As  -0.252061  -0.294518  -0.897272
C  0.174556  -2.203926  -0.221978
C  -0.846015  -3.249101  -0.469406
N  -0.572818  -4.488235  -0.608572
C  -2.181197  -0.390952  -0.165262
C  -2.798184  0.990891  -0.097579
C  -4.233080  1.000850  0.353101
C  -5.243387  0.495274  -0.463927
C  -6.568519  0.483419  -0.057940
C  -6.924509  0.985084  1.190724
C  -5.935043  1.484010  2.020251
C  -4.609739  1.494126  1.602548
H  5.534912  -1.207137  2.377525
H  3.962469  -1.999859  2.169274
H  4.984209  -1.681069  0.773787
H  3.842343  0.543609  2.530467
H  3.011648  -0.055591  1.112744
H  5.893980  0.875992  0.975478
H  4.610333  2.060555  0.892282
H  5.676102  0.927521  -1.315817
H  4.481394  -0.296517  -0.979977
H  3.767970  1.489367  -2.604948
H  3.889909  2.672303  -1.311806
H  2.107979  1.438388  -0.046533
H  1.573703  2.130787  -1.547243
H  1.648678  -0.058101  -2.658888
H  2.307990  -0.807911  -1.186841
H  -0.716437  -0.923827  -2.304982
H  -0.564512  1.187010  -1.449469
H  0.188355  0.326576  0.544965
H  1.090809  -2.537093  -0.713174
H  0.384521  -2.119775  0.848634
H  -1.886571  -2.924275  -0.537692
H  -1.432775  -5.014210  -0.761511
H  -2.130802  -0.843503  0.828468
H  -2.760718  -1.038496  -0.826685
H  -2.203863  1.611903  0.578553
H  -2.731961  1.455203  -1.086001
H  -4.976697  0.104263  -1.438649
H  -7.325120  0.088272  -0.723944
H  -7.956867  0.983863  1.514515
H  -6.197234  1.875713  2.994512
H  -3.838178  1.891440  2.252249

Forces on the atoms, in the same order (eV/Å):
-0.04 0.12 -0.07
0.07 -0.07 0.00
0.02 -0.05 0.03
-0.02 -0.09 0.04
0.02 -0.02 0.01
0.01 -0.02 0.07
0.01 0.18 0.14
0.02 0.25 -0.05
0.16 -0.17 -0.20
-0.13 -0.16 0.10
0.12 0.01 -0.06
0.18 -0.04 -0.10
-0.02 0.05 0.02
-0.18 0.04 0.22
-0.04 -0.02 -0.06
0.03 0.08 0.05
0.02 -0.10 -0.12
0.08 0.06 -0.02
0.13 -0.04 -0.07
0.04 -0.03 0.02
0.00 -0.05 0.07
-0.01 -0.06 -0.04
-0.04 -0.01 0.04
-0.07 0.07 -0.03
0.04 0.05 0.03
-0.06 0.04 -0.01
0.04 0.05 0.00
0.00 -0.04 -0.09
-0.03 0.02 -0.06
0.05 0.07 -0.03
-0.05 0.05 0.06
-0.03 0.01 -0.06
-0.06 -0.13 -0.06
-0.02 -0.10 -0.03
0.00 -0.08 -0.02
-0.02 0.00 0.03
0.01 -0.05 0.00
0.10 0.00 0.10
-0.13 0.07 0.08
-0.06 0.09 0.08
-0.02 0.02 -0.05
-0.02 -0.04 0.06
-0.07 -0.01 -0.02
0.05 0.06 -0.03
0.01 0.02 -0.03
0.00 -0.02 -0.03
-0.05 -0.01 0.00
-0.05 -0.02 -0.02
0.01 0.02 0.05
-0.01 0.01 0.04

F_max: 0.311 eV Å⁻¹
charge: -1
calculated total energy: -80457.4514 eV
molar mass: 324.364 g/mol
HOMO: -3.64 eV
HOMO-LUMO gap: 6.7 eV



No. 3
The following is a DFT calculation (wB97M-V/def2-TZVPD) of C17H31B2Br33NO3P as an isolated structure at a distorted geometry.

Element x y z (Å)
C  0.568488  -0.816006  -0.618946
C  -0.736413  -0.302893  -1.236447
P  -1.133382  1.510998  -0.594847
C  -1.463000  3.305836  0.207988
B  0.039193  2.318523  -1.901194
O  -0.403096  2.864882  -3.079306
O  1.353713  2.345310  -1.585971
C  2.246939  1.919225  -2.618590
B  -3.016109  1.202364  -0.980196
O  -3.759937  0.539648  -0.052739
N  -3.559713  1.652531  -2.234202
C  -4.524990  0.712909  -2.823231
C  -4.045051  3.040568  -2.211970
H  0.366649  -1.447674  0.228087
H  1.202569  -0.000080  -0.304898
H  1.119981  -1.399107  -1.340505
H  -1.533739  -0.927702  -0.855972
H  -0.724706  -0.359382  -2.314705
H  -0.642813  1.100840  0.669151
H  -0.846866  4.054887  -0.279148
H  -1.142306  3.299753  1.241710
H  -2.496000  3.624678  0.202623
H  -0.844617  3.708495  -2.899172
H  3.238806  1.946923  -2.210903
H  2.032921  0.907760  -2.933499
H  2.191634  2.550771  -3.489192
H  -3.157239  0.258450  0.650922
H  -4.348947  -0.269763  -2.427295
H  -5.552943  0.968725  -2.606008
H  -4.386242  0.695201  -3.888520
H  -4.477811  3.331432  -1.266235
H  -4.812126  3.150879  -2.963858
H  -3.249999  3.716402  -2.481909
C  4.079446  4.579535  -6.213973
Br  4.205560  4.129700  -8.080022
Br  2.364927  4.109289  -5.484389
Br  5.514533  3.799931  -5.194583
H  4.177649  5.650780  -6.135998
C  -3.425676  4.621957  -6.329983
Br  -3.255270  4.108350  -8.176978
Br  -5.145181  4.138463  -5.615489
Br  -1.987363  3.916758  -5.270145
H  -3.356990  5.698859  -6.289636
C  -1.897630  -4.744557  -0.484550
Br  -0.055149  -4.651919  -1.014338
Br  -2.675540  -3.000012  -0.278801
Br  -2.928533  -5.845268  -1.684060
H  -1.916116  -5.221809  0.484342
C  -3.058902  -0.660097  3.956743
Br  -2.302395  -1.139226  5.659860
Br  -1.672212  -0.338494  2.658091
Br  -4.319504  -1.971138  3.335455
H  -3.595453  0.266430  4.087494
C  -1.196482  0.324615  9.287876
Br  0.631429  0.346914  8.688336
Br  -1.796185  -1.467502  9.650621
Br  -1.466001  1.482369  10.799496
H  -1.801076  0.705357  8.479406
C  -0.428036  -6.737225  -4.594602
Br  -0.714596  -5.293964  -5.832115
Br  -1.280610  -8.359022  -5.181478
Br  1.443170  -7.006104  -4.239514
H  -0.889841  -6.452521  -3.660591
C  0.691535  -6.545676  2.712817
Br  2.546122  -6.494025  2.215322
Br  -0.042537  -4.775932  2.921306
Br  -0.345101  -7.610815  1.487793
H  0.637910  -7.035536  3.673096
C  -0.181136  7.409611  -3.785387
Br  -0.026906  6.932666  -5.647925
Br  -1.898388  6.940246  -3.046403
Br  1.250378  6.665126  -2.738541
H  -0.099747  8.482849  -3.725164
C  3.551687  -0.183414  3.314906
Br  3.017997  1.407000  2.380036
Br  2.224320  -0.742721  4.591214
Br  4.000503  -1.609816  2.104980
H  4.446384  0.057085  3.869306
C  4.543857  -7.103542  5.803983
Br  3.115870  -8.386374  5.649899
Br  3.872607  -5.301743  5.801732
Br  5.641144  -7.448928  7.344123
H  5.169885  -7.213866  4.932666
C  6.539420  -0.249760  6.412733
Br  5.683273  -1.945595  6.117401
Br  7.950108  -0.379249  7.712083
Br  7.160867  0.515784  4.757873
H  5.795154  0.420811  6.812680

Forces on the atoms, in the same order (eV/Å):
-0.38 0.16 -0.67
0.47 0.34 0.86
-0.54 0.41 -0.16
0.33 -0.31 0.21
-0.19 0.13 0.61
-0.01 0.47 -0.30
0.31 -0.88 -0.02
0.10 0.32 0.01
0.60 0.65 -0.29
0.20 -0.46 -0.01
-0.76 -0.35 0.39
0.30 0.53 0.31
0.37 -0.50 -0.53
0.02 -0.30 0.51
0.36 0.32 0.24
0.34 -0.33 -0.14
-0.21 0.00 -0.33
-0.12 -0.01 -0.51
0.21 -0.01 -0.01
0.06 0.44 -0.25
0.12 -0.04 0.47
-0.43 0.19 -0.16
-0.20 -0.26 -0.13
0.51 0.05 0.16
-0.15 -0.42 0.06
-0.02 0.22 -0.07
-0.38 -0.13 0.26
0.09 -0.58 0.06
-0.44 0.13 0.14
-0.02 -0.06 -0.62
-0.15 0.14 0.48
-0.15 0.03 -0.22
0.32 0.45 0.05
-0.03 -0.06 0.00
0.00 0.00 0.03
0.04 0.06 -0.26
-0.01 0.00 -0.01
0.01 0.07 0.01
0.14 0.09 0.00
-0.01 0.01 0.03
-0.02 0.02 -0.10
-0.27 -0.39 -0.26
-0.01 0.06 -0.01
0.01 -0.01 0.09
0.03 0.03 -0.15
-0.23 -0.41 0.09
0.01 -0.01 0.00
-0.02 -0.04 0.04
0.02 -0.11 0.02
0.00 -0.04 0.06
0.01 -0.01 0.04
0.05 0.02 0.01
-0.02 0.06 0.01
0.03 -0.01 0.03
-0.02 -0.01 -0.02
0.01 0.01 -0.03
0.02 -0.03 -0.02
-0.04 0.02 -0.05
0.03 0.03 0.01
0.00 -0.02 0.02
0.01 0.03 0.01
-0.01 0.00 -0.01
-0.02 0.02 0.05
0.01 0.02 0.02
-0.01 0.05 -0.12
0.01 -0.03 -0.01
-0.01 0.01 0.00
0.00 0.02 0.08
0.02 -0.05 -0.05
-0.04 0.24 0.11
0.02 0.00 -0.01
-0.05 -0.04 -0.01
0.01 0.07 0.00
0.00 -0.06 -0.01
-0.06 -0.01 -0.04
-0.10 0.02 0.00
-0.03 0.02 0.01
0.06 -0.02 0.01
-0.03 0.03 0.05
0.00 0.00 0.03
-0.06 0.04 0.00
-0.02 0.00 -0.02
0.02 -0.02 -0.07
0.02 -0.05 0.01
0.03 -0.03 -0.01
-0.02 0.00 -0.04
0.00 0.01 0.00
-0.04 0.05 0.03

F_max: 1.037 eV Å⁻¹
calculated total energy: -2347805.5048 eV
molar mass: 2986.869 g/mol
HOMO: -6.78 eV
HOMO-LUMO gap: 6.5 eV



No. 4
The following is a DFT calculation (wB97M-V/def2-TZVPD) of C17H31B3O14 as an isolated structure at a distorted geometry.

Element x y z (Å)
C  1.366509  -2.239703  3.898835
C  0.742899  -0.930743  3.404046
O  1.776051  0.006197  3.089087
B  1.938452  0.193668  1.753243
O  1.098539  0.996791  0.991422
B  0.740642  0.297567  -0.150936
O  1.734274  -0.230436  -0.945361
B  2.531169  -1.010236  -0.108787
C  2.894608  -2.518474  -0.389535
C  4.297270  -2.645837  -1.009405
C  5.380757  -1.934971  -0.236565
O  4.245961  -2.193698  -2.365682
O  2.980697  -0.427267  1.074901
H  0.634865  -2.741011  4.520328
H  1.666768  -2.841442  3.045706
H  2.245677  -1.951703  4.463965
H  0.146423  -0.549213  4.229591
H  0.050194  -1.098171  2.575489
H  -0.412924  0.108297  -0.346595
H  2.819303  -3.057099  0.553926
H  2.164309  -2.940858  -1.076473
H  4.545427  -3.709482  -1.002296
H  6.350365  -2.249871  -0.609506
H  5.325650  -0.858218  -0.393137
H  5.307325  -2.116802  0.830829
H  4.318500  -2.989305  -2.914888
C  -0.993958  2.455295  -2.180359
C  -2.191825  2.943240  -2.949377
C  -2.954732  4.069686  -2.293450
O  -4.286213  3.865049  -2.786994
C  -4.417497  2.543604  -3.067669
O  -5.448880  2.004658  -3.308527
O  -3.211985  1.926656  -3.032723
H  -0.293663  3.269750  -1.993427
H  -1.299562  2.020627  -1.227142
H  -0.479684  1.681962  -2.733262
H  -1.900534  3.209814  -3.968856
H  -2.590277  5.053893  -2.577238
H  -2.971161  3.990625  -1.203772
C  -0.041531  -2.111218  -6.607291
C  -0.394742  -0.648179  -6.510994
C  0.341223  0.246220  -7.482087
O  0.384830  1.491577  -6.772278
C  0.340800  1.204684  -5.449345
O  0.550658  1.987774  -4.578231
O  0.022068  -0.094214  -5.249808
H  -0.218970  -2.485387  -7.615580
H  1.004619  -2.271473  -6.344347
H  -0.641790  -2.695606  -5.910788
H  -1.476129  -0.511480  -6.595218
H  -0.176783  0.365609  -8.430334
H  1.365756  -0.084142  -7.668988
C  -4.206129  1.118482  7.021400
C  -2.990771  0.620054  7.763336
C  -1.667991  1.030873  7.157828
O  -0.801003  -0.039585  7.552216
C  -1.581456  -1.143179  7.708307
O  -1.164859  -2.247678  7.829773
O  -2.895735  -0.812856  7.697694
H  -4.191164  2.205461  6.941300
H  -4.249205  0.686682  6.021069
H  -5.118071  0.822488  7.538920
H  -3.045158  0.907993  8.816832
H  -1.305209  1.981503  7.541463
H  -1.692995  1.072761  6.065745

Forces on the atoms, in the same order (eV/Å):
-0.23 0.84 -0.69
0.02 -0.51 0.96
-0.31 0.05 -0.23
1.14 1.03 0.06
-0.74 -0.87 0.33
-0.05 1.10 -0.41
-0.66 -0.94 0.58
1.10 0.12 -0.39
-0.12 0.81 -0.30
-0.41 -0.73 0.31
0.13 0.42 -0.34
0.30 -0.45 -0.11
-0.66 -0.72 0.19
0.07 -0.39 0.10
0.09 -0.31 0.09
0.08 -0.24 0.27
-0.01 0.45 -0.02
0.07 0.09 -0.20
-0.07 0.06 -0.31
0.23 -0.10 0.12
0.01 -0.14 -0.13
0.04 -0.13 -0.09
0.18 -0.08 0.07
-0.12 0.11 0.02
0.00 -0.13 0.11
-0.09 0.55 0.09
-0.25 -0.36 0.36
0.39 0.01 0.24
-0.06 0.16 -0.09
0.06 -0.07 0.08
-0.01 -0.08 -0.03
0.02 0.03 -0.01
-0.12 0.16 -0.09
0.00 0.03 -0.09
-0.16 0.25 0.06
0.10 0.00 -0.04
-0.06 0.02 -0.02
-0.15 0.02 -0.08
0.07 -0.08 0.00
0.05 -0.08 0.36
0.10 -0.40 -0.16
-0.08 0.11 -0.14
0.05 -0.10 0.04
0.03 0.00 0.08
0.12 0.02 -0.37
-0.06 0.16 -0.08
-0.03 0.04 -0.02
0.04 0.07 -0.10
-0.05 0.00 -0.05
0.01 0.09 0.00
-0.02 0.18 0.05
-0.01 -0.08 0.06
-0.19 -0.29 -0.01
-0.28 0.24 -0.29
0.18 0.21 0.08
-0.31 -0.04 -0.06
0.13 -0.21 0.02
0.02 0.01 0.00
0.20 0.11 0.10
0.04 0.01 0.03
0.11 0.06 -0.03
0.01 0.06 0.03
0.09 -0.04 0.01
0.16 -0.10 0.07
-0.13 -0.01 0.00

F_max: 1.537 eV Å⁻¹
calculated total energy: -48834.0472 eV
molar mass: 491.857 g/mol
HOMO: -10.39 eV
HOMO-LUMO gap: 10.8 eV